[1]
The following is a quantum chemistry calculation of a 2-piece molecular cluster, C5H9N3O3 overall, from OMol25.

Geometry (Å):
C 1.0732 -1.6671 -1.1359
C -0.3128 -1.8703 -1.4324
C 1.1414 -1.1267 0.1115
C -1.0328 -1.4364 -0.3549
C -0.2519 1.9972 -0.7729
N -0.1452 -0.9791 0.5785
N 0.2366 1.9421 0.5782
N -0.5647 1.8542 1.5794
O 2.1436 -0.6943 0.9171
O -2.3539 -1.3750 -0.0938
O -0.4414 -0.5406 1.7609
H 1.8941 -1.9312 -1.7669
H -0.7170 -2.3039 -2.3212
H 0.2247 2.8254 -1.3036
H -0.0176 1.0755 -1.3145
H -1.3297 2.1378 -0.7558
H 1.2519 1.8670 0.6652
H -0.0858 1.7931 2.4741
H 1.7163 -0.5700 1.7861
H -2.4290 -0.9977 0.8008

The value obtained for the HOMO energy (spin up / spin down) is -6.981 / -6.981 eV. Its LUMO energy (spin up / spin down) is -1.18 / -1.18 eV. As for the spin multiplicity: 1. As for the net charge: 0. The calculation puts the frontier orbital gap (spin up / spin down) at 0.213 / 0.213 hartree.

In elementary charge units, the Mulliken charges are:
1 C -0.740
2 C -0.784
3 C 0.284
4 C 0.418
5 C -0.644
6 N 0.553
7 N 0.356
8 N -0.484
9 O -0.571
10 O -0.540
11 O -0.860
12 H 0.476
13 H 0.468
14 H 0.319
15 H 0.238
16 H 0.271
17 H 0.268
18 H 0.258
19 H 0.382
20 H 0.332

***

[2]
The following is a quantum chemistry calculation of a 2-piece molecular cluster, C5H9N3O3 overall, from OMol25.

Geometry (Å):
C -2.4133 0.2019 1.4663
C -1.5311 1.2646 1.3043
C 2.0065 -2.3907 0.5101
C 2.0407 -1.7115 -0.5735
C -0.0391 1.7613 -0.4921
N -2.3541 -0.6506 0.4489
N -1.4203 -0.1935 -0.3723
N -1.0223 1.0787 0.0067
O 0.9988 -1.3514 -1.3199
O 0.1705 2.9292 0.1487
O 0.5412 1.5145 -1.7104
H -3.0320 0.1330 2.4130
H -1.4421 2.1366 1.9415
H 2.9194 -2.4989 1.0462
H -1.4069 -0.5708 -1.2866
H 1.0410 -2.7536 0.7126
H 3.0948 -1.2741 -0.7781
H 0.1122 -1.6844 -1.1537
H 0.6077 3.3684 -0.5341
H 1.1284 0.6913 -1.7777

The value obtained for the HOMO energy (spin up / spin down) is -5.921 / -5.922 eV. Its LUMO energy (spin up / spin down) is 0.47 / 0.47 eV. As for the spin multiplicity: 1. As for the net charge: 0. The calculation puts the frontier orbital gap (spin up / spin down) at 0.235 / 0.235 hartree.

In elementary charge units, the Mulliken charges are:
1 C -0.066
2 C -0.449
3 C -0.796
4 C 0.275
5 C 0.558
6 N -1.091
7 N 0.045
8 N 0.292
9 O -0.505
10 O -0.447
11 O -0.571
12 H 0.325
13 H 0.351
14 H 0.249
15 H 0.391
16 H 0.266
17 H 0.237
18 H 0.266
19 H 0.309
20 H 0.361

***

[3]
The following is a quantum chemistry calculation of C5H9N3S in the gas phase, from OMol25.

Geometry (Å):
C 1.2399 -1.5337 -1.6594
C 0.5226 -2.0270 -0.5378
C 0.0881 0.1515 -0.2556
C -1.2482 1.1390 1.4514
C 0.1548 2.5498 -0.0566
N -0.0702 -1.0878 0.1652
N 0.4291 -3.3625 -0.1437
N -0.5270 1.2948 0.2603
S 1.0187 0.1469 -1.7531
H 1.6949 -1.9508 -2.5021
H -0.5490 0.9416 2.3339
H -1.6923 2.0878 1.6054
H -2.0628 0.2892 1.3671
H -0.1787 2.9571 -1.0162
H 0.0911 3.3565 0.6620
H 1.2218 2.2484 -0.2046
H -0.4385 -3.6714 -0.6213
H 0.3058 -3.5295 0.9051

The value obtained for the HOMO energy is -7.575 eV. Its LUMO energy is 0.76 eV. As for the spin multiplicity: 1. As for the net charge: 0. The calculation puts the frontier orbital gap at 0.306 hartree.

In elementary charge units, the Mulliken charges are:
1 C -0.301
2 C 0.057
3 C 0.232
4 C -0.959
5 C -0.951
6 N -0.487
7 N -0.678
8 N 0.134
9 S -0.091
10 H 0.432
11 H 0.280
12 H 0.431
13 H 0.278
14 H 0.285
15 H 0.380
16 H 0.340
17 H 0.301
18 H 0.316

***

[4]
The following is a quantum chemistry calculation of an isolated ion of composition C5H9N4O2 and charge -1, from OMol25.

Geometry (Å):
C 0.5442 2.2913 0.0582
C -1.4676 1.4519 0.5242
C 1.0439 0.9427 0.3988
C -0.6267 -1.9578 -0.8816
C -1.4634 -0.9394 -0.0902
N -0.6651 2.6205 0.1723
N 2.0015 0.3792 -0.3259
N -0.9444 0.3625 -0.3585
N 2.5785 -0.7450 0.1016
O 2.0238 -1.5089 0.9417
O 3.7591 -0.8512 -0.3083
H 1.2640 2.9588 -0.4382
H -1.4195 1.3066 1.6830
H -2.5014 1.6369 0.3346
H 0.8050 0.5147 1.3532
H 0.4000 -2.0520 -0.4634
H -1.0609 -2.9973 -1.0857
H -0.2596 -1.4038 -1.8637
H -2.3290 -0.9024 -0.7272
H -1.6825 -1.1074 0.9752

The value obtained for the HOMO energy (spin up / spin down) is -3.398 / -3.394 eV. Its LUMO energy (spin up / spin down) is 3.72 / 3.72 eV. As for the spin multiplicity: 1. As for the net charge: -1. The calculation puts the frontier orbital gap (spin up / spin down) at 0.262 / 0.262 hartree.

In elementary charge units, the Mulliken charges are:
1 C -0.018
2 C -0.426
3 C -0.116
4 C -1.002
5 C -0.313
6 N -0.595
7 N -0.652
8 N -0.526
9 N 1.008
10 O -0.628
11 O -0.677
12 H 0.374
13 H 0.234
14 H 0.368
15 H 0.534
16 H 0.151
17 H 0.333
18 H 0.263
19 H 0.321
20 H 0.369

***

[5]
The following is a quantum chemistry calculation of a 2-piece molecular cluster, C5H9N4O2 overall, from OMol25.

Geometry (Å):
C -0.2053 -1.3703 -1.3977
C 2.0198 -0.4674 -0.9550
C -1.1942 1.0776 -0.2384
C 0.1803 -0.5174 0.7364
C -1.3091 2.2606 0.4458
N 0.9970 -0.9665 -1.8133
N 1.5466 -0.1288 0.2994
N -0.4097 -1.4553 -0.1264
N -0.1058 -0.8011 2.0994
O 3.1563 -0.5017 -1.2917
O -1.4533 0.5835 -1.2729
H -0.7530 -1.8313 -2.1831
H -0.4753 2.4564 1.1962
H -2.2352 2.3244 1.0553
H -1.3102 3.1414 -0.2147
H 1.0017 -0.9550 -2.7628
H 2.1002 0.1861 1.0326
H -1.1372 -1.9430 0.3443
H 0.5985 -0.4087 2.6083
H -1.0122 -0.6835 2.4381

The value obtained for the HOMO energy (spin up / spin down) is -11.607 / -11.606 eV. Its LUMO energy (spin up / spin down) is -3.52 / -3.52 eV. As for the spin multiplicity: 1. As for the net charge: +1. The calculation puts the frontier orbital gap (spin up / spin down) at 0.297 / 0.297 hartree.

In elementary charge units, the Mulliken charges are:
1 C 0.065
2 C 0.300
3 C 0.932
4 C -0.005
5 C -1.181
6 N -0.016
7 N -0.058
8 N -0.046
9 N -0.577
10 O -0.477
11 O -0.410
12 H 0.459
13 H 0.277
14 H 0.325
15 H 0.363
16 H 0.166
17 H 0.191
18 H 0.245
19 H 0.197
20 H 0.250

***

[6]
The following is a quantum chemistry calculation of a 2-piece molecular cluster, C5H9N5O2 overall, from OMol25.

Geometry (Å):
C 1.2510 -2.8140 1.9899
C 0.5638 -1.9091 1.0497
C -0.4958 0.4222 0.2431
C -1.2726 1.5646 -1.7683
C -0.2595 2.4437 -2.4246
H 0.7351 -2.4002 3.1115
H 2.4168 -2.4383 2.2229
H 1.2697 -4.0463 1.4987
H 1.4462 0.8574 -0.4866
H -1.6529 1.7919 0.2218
H -2.5260 1.6412 -2.1761
H -0.6869 0.2240 -1.7092
H 0.6553 2.3771 -0.7969
H -1.1713 -1.9747 2.3175
N 1.2794 -1.2291 0.2496
N 0.6464 -0.0364 -0.2987
N -0.7669 1.6768 -0.3027
N -1.3042 -0.2254 1.0210
N -0.8689 -1.5850 1.3676
O 0.7781 2.9951 -1.6935
O -0.0366 2.6646 -3.6368

The value obtained for the HOMO energy is -8.597 eV. Its LUMO energy is 0.23 eV. As for the spin multiplicity: 1. As for the net charge: 0. The calculation puts the frontier orbital gap at 0.325 hartree.

In elementary charge units, the Mulliken charges are:
1 C -0.900
2 C 0.547
3 C 0.322
4 C -0.242
5 C 0.493
6 H 0.281
7 H 0.274
8 H 0.244
9 H 0.273
10 H 0.386
11 H 0.314
12 H 0.355
13 H 0.451
14 H 0.340
15 N -0.845
16 N 0.092
17 N -0.440
18 N -0.604
19 N -0.247
20 O -0.499
21 O -0.596

***

[7]
The following is a quantum chemistry calculation of an isolated ion of composition C5H9N6 and charge +1, from OMol25.

Geometry (Å):
C -0.4982 -0.1630 2.1810
C 1.4039 -0.7481 1.3676
C 0.4127 -0.9375 0.2742
C -1.9694 0.0737 0.2492
C 0.4094 -0.0776 -1.0981
N 0.7752 -0.3540 2.4741
N -2.1085 0.5995 -0.9028
N -0.8162 -0.4151 0.9128
N 2.6954 -0.9646 1.3101
N -1.0534 1.7168 -2.5910
N -1.2880 0.6189 -1.9120
H -1.1973 0.1889 2.9191
H -2.8451 0.0974 0.8819
H 0.8344 -0.6310 -1.9224
H 0.9100 0.8735 -0.9472
H 0.2720 -1.9907 0.0199
H 3.1544 -1.2671 0.4654
H 3.2445 -0.8344 2.1478
H -0.9717 1.6005 -3.5893
H -1.3641 2.6139 -2.2402

The value obtained for the HOMO energy is -11.699 eV. Its LUMO energy is -4.38 eV. As for the spin multiplicity: 1. As for the net charge: +1. The calculation puts the frontier orbital gap at 0.269 hartree.

In elementary charge units, the Mulliken charges are:
1 C -0.044
2 C 0.437
3 C 0.171
4 C -0.048
5 C -1.020
6 N -0.628
7 N -0.387
8 N 0.059
9 N -0.327
10 N -0.411
11 N 0.228
12 H 0.414
13 H 0.395
14 H 0.398
15 H 0.395
16 H 0.354
17 H 0.249
18 H 0.294
19 H 0.239
20 H 0.235

***

[8]
The following is a quantum chemistry calculation of a 2-piece molecular cluster, C5H9N6 overall, from OMol25.

Geometry (Å):
C -3.8045 1.5460 -0.3078
C -2.2605 0.2403 0.0779
C -0.9193 -0.2581 0.0188
C 2.2022 0.0725 0.6160
C 1.3118 0.0819 -0.6252
N -2.4964 1.5019 -0.1857
N -4.3801 0.3872 -0.0322
N -1.5710 -2.9899 0.4626
N -0.7697 -2.3123 -0.0759
N -3.4287 -0.4558 0.2319
N 0.0020 0.5436 -0.4471
H -4.2582 2.3851 -0.7527
H 3.1860 -0.3821 0.5069
H 2.4743 1.0801 1.1161
H 1.6931 -0.4925 1.3218
H 1.3975 -0.9923 -1.0324
H 1.9841 0.5644 -1.4429
H -1.4115 -3.9469 0.5479
H -3.5854 -1.4541 0.5158
H -0.1800 1.5973 -0.6764

The value obtained for the HOMO energy (spin up / spin down) is -13.844 / -13.843 eV. Its LUMO energy (spin up / spin down) is -5.62 / -5.62 eV. As for the spin multiplicity: 1. As for the net charge: +1. The calculation puts the frontier orbital gap (spin up / spin down) at 0.302 / 0.302 hartree.

In elementary charge units, the Mulliken charges are:
1 C -0.084
2 C 0.697
3 C -0.096
4 C -1.110
5 C -0.436
6 N -0.467
7 N -0.795
8 N -0.412
9 N 0.243
10 N 0.411
11 N -0.045
12 H 0.445
13 H 0.362
14 H 0.285
15 H 0.359
16 H 0.266
17 H 0.342
18 H 0.305
19 H 0.294
20 H 0.435

***

[9]
The following is a quantum chemistry calculation of an isolated ion of composition C5H9N6O and charge +1, from OMol25.

Geometry (Å):
C 0.0827 2.1522 -0.8752
C 0.6949 -0.0402 2.2068
C 1.7808 -0.8295 0.1909
C 0.6156 -0.1926 -0.6617
C -0.7080 0.2525 0.1366
N -0.8774 1.7113 -0.1445
N 1.0538 1.2404 -1.1558
N 1.7554 -0.4572 1.5467
N -0.3973 0.2025 1.6019
N 0.3588 -0.8606 -1.8411
N -1.8847 -0.4343 -0.1654
O 2.6222 -1.5243 -0.2481
H 0.1360 3.1260 -1.2595
H 0.7176 0.0082 3.3440
H 1.5332 1.0592 -2.1026
H 2.4635 -0.7920 2.0851
H -1.2480 0.6113 2.1907
H -0.4819 -1.3788 -1.8317
H 1.0148 -1.4766 -2.2797
H -1.8436 -1.3232 -0.7222
H -2.6725 0.1867 -0.3378

The value obtained for the HOMO energy is -12.997 eV. Its LUMO energy is -4.19 eV. As for the spin multiplicity: 1. As for the net charge: +1. The calculation puts the frontier orbital gap at 0.324 hartree.

In elementary charge units, the Mulliken charges are:
1 C -0.181
2 C 0.001
3 C 0.013
4 C 0.565
5 C 0.869
6 N -0.717
7 N -0.446
8 N -0.021
9 N -0.132
10 N -0.597
11 N -0.512
12 O -0.458
13 H 0.497
14 H 0.360
15 H 0.313
16 H 0.244
17 H 0.363
18 H 0.121
19 H 0.260
20 H 0.203
21 H 0.256

***

[10]
The following is a quantum chemistry calculation of C5H9N6O as an isolated structure, from OMol25.

Geometry (Å):
C -2.4005 2.2002 -0.7922
C -0.9453 2.3738 0.8620
C -0.9018 1.2082 0.1641
C -0.2797 2.8705 2.0586
C 0.8728 -2.5006 -1.2745
N -1.7195 1.1120 -0.8570
N 1.2734 -0.6861 0.7356
N -2.0203 2.9507 0.2593
N 0.6839 2.0420 2.6584
N 0.0342 -1.3336 -1.0376
N 0.3395 -0.6669 0.0035
O -0.5432 3.9751 2.5187
H -3.2785 2.5127 -1.4226
H 1.2924 -2.8984 -0.3354
H 0.2183 -3.2664 -1.7095
H 1.5475 -2.4218 -2.0528
H 2.1112 -1.1834 0.8093
H -2.3855 3.8000 0.6822
H 1.3156 1.3980 2.3115
H 0.9845 2.3417 3.6201
H -0.5876 -0.7909 -1.6126

The value obtained for the HOMO energy (spin up / spin down) is -13.566 / -13.566 eV. Its LUMO energy (spin up / spin down) is -5.75 / -5.75 eV. As for the spin multiplicity: 1. As for the net charge: +1. The calculation puts the frontier orbital gap (spin up / spin down) at 0.287 / 0.287 hartree.

In elementary charge units, the Mulliken charges are:
1 C -0.332
2 C 0.309
3 C 0.872
4 C 0.042
5 C -0.797
6 N -0.465
7 N -0.803
8 N -0.058
9 N -0.320
10 N 0.026
11 N 0.541
12 O -0.559
13 H 0.377
14 H 0.326
15 H 0.315
16 H 0.350
17 H 0.249
18 H 0.252
19 H 0.183
20 H 0.246
21 H 0.248

***

[11]
The following is a quantum chemistry calculation of a 2-piece molecular cluster, C5H9NO overall, from OMol25.

Geometry (Å):
C -0.7029 0.7724 -1.7038
C -0.7807 -0.2078 -0.5198
C 0.1797 0.2313 0.5539
O -0.3863 1.3351 1.2413
C 0.8287 -0.6136 1.6647
C 1.3128 -1.7939 0.9251
N 1.7541 -1.9163 -0.1543
H 0.3127 0.8039 -2.1156
H -1.3857 0.4565 -2.4959
H -0.9704 1.8004 -1.4247
H -0.4677 -1.1958 -0.8468
H -1.8196 -0.2647 -0.1620
H 1.3711 -0.1969 -0.3265
H -1.2637 1.5621 0.8758
H 0.2511 -0.6744 2.5856
H 1.7667 -0.0984 1.9030

The value obtained for the HOMO energy is -9.174 eV. Its LUMO energy is 0.51 eV. As for the spin multiplicity: 1. As for the net charge: 0. The calculation puts the frontier orbital gap at 0.356 hartree.

In elementary charge units, the Mulliken charges are:
1 C -0.947
2 C -0.816
3 C 0.069
4 O -0.527
5 C -0.392
6 C 0.221
7 N -0.483
8 H 0.317
9 H 0.361
10 H 0.274
11 H 0.407
12 H 0.332
13 H 0.212
14 H 0.355
15 H 0.349
16 H 0.269

***

[12]
The following is a quantum chemistry calculation of C5H9NO as an isolated structure, from OMol25.

Geometry (Å):
C 1.7713 -0.3790 -1.0565
C 0.3589 -0.9338 -0.8616
N 0.0266 -1.7385 0.4589
C -0.8395 -0.7227 0.5485
C -0.5899 0.6021 1.2360
C -1.2632 1.7771 0.5637
O -1.7014 1.7535 -0.5608
H 2.3892 -0.6588 -0.1996
H 2.2480 -0.8036 -1.9561
H 1.8195 0.7117 -1.1783
H -0.4091 -0.6104 -1.5744
H 0.0648 -2.1056 -0.8198
H -1.9297 -0.9491 0.5459
H 0.4684 0.8272 1.4187
H -1.0445 0.5254 2.2390
H -1.3638 2.6907 1.1902

The value obtained for the HOMO energy is -8.223 eV. Its LUMO energy is 0.97 eV. As for the spin multiplicity: 1. As for the net charge: 0. The calculation puts the frontier orbital gap at 0.338 hartree.

In elementary charge units, the Mulliken charges are:
1 C -1.160
2 C -0.032
3 N -0.658
4 C -0.084
5 C -0.556
6 C 0.017
7 O -0.461
8 H 0.362
9 H 0.358
10 H 0.274
11 H 0.392
12 H 0.254
13 H 0.323
14 H 0.290
15 H 0.321
16 H 0.360

***

[13]
The following is a quantum chemistry calculation of C5H9NO in the gas phase, from OMol25.

Geometry (Å):
C -0.5841 0.3841 1.2473
C 0.1581 -0.7927 0.5738
C 1.1629 -0.4065 -0.4795
C 2.1021 -1.2083 -0.9677
C -1.3077 1.3798 0.3703
N -1.5307 1.0207 -0.9227
O -1.6183 2.4521 0.8283
H -1.3109 -0.0499 1.9333
H 0.1714 0.9220 1.8159
H -0.6161 -1.4588 0.1656
H 0.6605 -1.4356 1.2967
H 1.1404 0.6391 -0.7783
H 2.8526 -0.9260 -1.6895
H 2.0804 -2.2456 -0.6419
H -1.3034 0.1026 -1.2083
H -2.0573 1.6229 -1.5433

The value obtained for the HOMO energy is -9.776 eV. Its LUMO energy is 0.91 eV. As for the spin multiplicity: 1. As for the net charge: 0. The calculation puts the frontier orbital gap at 0.393 hartree.

In elementary charge units, the Mulliken charges are:
1 C -0.341
2 C -0.936
3 C 0.111
4 C -0.870
5 C 0.371
6 N -0.296
7 O -0.618
8 H 0.278
9 H 0.288
10 H 0.322
11 H 0.436
12 H 0.314
13 H 0.283
14 H 0.244
15 H 0.184
16 H 0.229

***

[14]
The following is a quantum chemistry calculation of C5H9NO as an isolated structure, from OMol25.

Geometry (Å):
C 0.1358 -1.9289 0.3382
C -0.5354 -0.6332 -0.0625
N -0.7815 0.3681 1.0409
C 1.1776 0.7691 0.5661
C 0.2267 0.5871 -0.6319
O 0.7267 0.7693 -1.9096
C -0.9027 1.4215 -0.0526
H -0.5096 -2.4932 1.0203
H 0.3130 -2.5492 -0.5468
H 1.0908 -1.7401 0.8325
H -1.4884 -0.8165 -0.5738
H 0.2933 0.3575 1.5074
H 1.3114 1.8599 0.7098
H 1.5204 0.2218 -1.9872
H -1.8953 1.3664 -0.5206
H -0.6827 2.4406 0.2697

The value obtained for the HOMO energy is -8.445 eV. Its LUMO energy is 0.06 eV. As for the spin multiplicity: 1. As for the net charge: 0. The calculation puts the frontier orbital gap at 0.312 hartree.

In elementary charge units, the Mulliken charges are:
1 C -1.468
2 C 0.049
3 N -0.539
4 C -0.835
5 C 0.845
6 O -0.585
7 C -0.512
8 H 0.358
9 H 0.355
10 H 0.342
11 H 0.369
12 H 0.439
13 H 0.268
14 H 0.353
15 H 0.283
16 H 0.278